Entry 1:
Molecular formula: C5H10
Method: DFT, ωB97M-V with the def2-TZVPD basis set

Output
SMILES string: CC=C(C)C
HOMO, eV: -8.720
LUMO level, Ha: 0.0419

Structure (XYZ):
```
15
Properties=species:S:1:pos:R:3:forces:R:3
C -1.308289 1.597646 0.058821 0.6 0.3 0.6
C 0.098295 1.056637 0.104727 0.2 -0.5 -0.1
C 0.404676 -0.243058 -0.019396 -0.8 0.1 0.1
C -0.675286 -1.315764 -0.208249 -0.1 -0.1 0.1
C 1.831466 -0.718805 0.080749 -0.1 0.2 -0.1
H -1.532381 2.150161 0.984724 0.1 0.0 -0.3
H -1.448323 2.273608 -0.782483 -0.1 0.1 -0.1
H -2.027146 0.797080 0.003104 -0.3 -0.2 -0.2
H 0.937584 1.755390 0.254970 -0.5 -0.2 -0.1
H -0.227723 -2.311256 -0.329177 0.0 0.3 0.1
H -1.337844 -1.372171 0.687647 0.3 0.1 -0.7
H -1.291424 -1.166327 -1.117947 0.2 0.1 0.6
H 1.911236 -1.784083 -0.101767 0.0 -0.2 0.1
H 2.424011 -0.225228 -0.683237 0.3 0.1 0.0
H 2.241146 -0.493829 1.067513 0.1 -0.1 -0.1
```
Positions in Å, forces in eV/Å.

---

Entry 2:
Molecular formula: C42H42BeO3P2
Method: DFT, ωB97M-V with the def2-TZVPD basis set

Output
HOMO, eV: -7.540
LUMO level, Ha: -0.0072

Structure (XYZ):
```
90
Properties=species:S:1:pos:R:3:forces:R:3
Be 2.033372 -1.033235 -5.317792 2.5 -1.0 1.8
C -3.017711 0.321243 0.024771 -0.4 -0.4 -0.1
C -3.783446 0.090529 -1.048367 0.5 -0.7 0.4
C -4.725509 0.971912 -1.805799 -0.6 0.2 -0.6
C -4.127708 1.875720 -2.921112 -0.8 0.1 0.3
C -3.099349 2.871400 -2.475729 0.5 0.0 0.1
C -2.629145 3.056110 -1.230833 -0.1 0.6 -0.4
C -3.356877 2.854846 0.070888 0.4 -0.5 0.5
C -2.859633 1.587160 0.797463 -0.1 0.4 0.2
C 3.733940 -1.406796 -5.592804 0.0 -1.2 0.1
H -2.464864 -0.517877 0.462246 -0.1 0.1 -0.3
H -3.805488 -0.938275 -1.425478 0.1 0.4 0.3
H -5.337418 1.577233 -1.125125 0.1 -0.2 -0.3
H -5.405407 0.263947 -2.315990 0.0 0.5 0.2
H -3.682771 1.225329 -3.700345 0.1 0.3 0.4
H -4.947733 2.406409 -3.438824 0.1 -0.3 0.2
H -2.688713 3.444318 -3.317961 0.6 -0.6 0.3
H -1.617761 3.449753 -1.074831 -0.4 0.5 -0.4
H -4.451673 2.857555 -0.051000 0.6 0.0 0.1
H -3.106211 3.707048 0.736841 -0.2 -0.3 -0.5
H -1.790865 1.682759 1.059832 -0.3 0.1 -0.1
H -3.396115 1.506883 1.756109 0.1 -0.1 -0.1
H 3.822027 -2.457951 -5.259321 0.7 0.3 0.0
H 4.330017 -0.746368 -4.932842 -0.2 -0.3 -0.1
H 4.157229 -1.314850 -6.607900 0.0 -0.2 0.2
P 0.304629 -2.043914 -6.160672 -1.7 -0.4 -0.2
P 2.239545 0.562757 -6.734372 -1.0 1.4 -1.2
C -0.327934 -0.376710 -6.544774 0.1 0.9 -0.5
C 0.483597 0.529453 -7.154774 -0.8 -0.3 -0.3
C 0.033593 -2.962275 -7.786447 0.3 0.1 0.0
C -0.831499 -2.427729 -8.749596 0.0 0.0 0.0
C -1.021561 -3.053671 -9.981688 0.2 -0.2 0.2
C -0.347892 -4.241630 -10.267086 0.1 0.1 0.2
C 0.531885 -4.788070 -9.324643 -0.2 0.2 0.0
C 0.731425 -4.151413 -8.094834 -0.2 0.4 0.2
C -1.146425 -2.574511 -5.094943 -0.1 0.0 0.2
C -1.267276 -1.868448 -3.887203 0.2 -0.2 -0.1
C -2.222161 -2.228031 -2.941561 -0.1 0.1 -0.1
C -3.233597 -3.130620 -3.279307 0.4 0.0 -0.2
C -3.208674 -3.746979 -4.533405 0.2 0.1 0.2
C -2.136465 -3.526078 -5.409673 0.3 0.2 0.1
C 2.886851 0.681387 -8.492135 0.3 -0.3 0.0
C 2.468377 -0.277635 -9.434048 0.0 0.3 0.1
C 2.662871 -0.062585 -10.801433 0.2 0.1 0.0
C 3.329705 1.083527 -11.252525 -0.1 -0.1 0.3
C 3.845486 1.982136 -10.314084 -0.1 -0.3 -0.1
C 3.640830 1.773378 -8.946298 -0.2 0.0 0.0
C 2.446760 2.315539 -6.205820 0.0 0.3 0.2
C 3.646068 2.720558 -5.588228 -0.3 0.1 -0.1
C 3.832703 4.061215 -5.229293 -0.2 0.0 -0.1
C 2.832676 5.010373 -5.478035 0.0 -0.3 -0.2
C 1.641373 4.608217 -6.086830 0.1 -0.1 0.1
C 1.448340 3.269289 -6.437323 0.2 0.1 0.1
H -1.386426 -0.180724 -6.323600 0.1 -0.2 -0.9
H 0.140984 1.257398 -7.910697 -0.4 0.0 0.9
H -1.349073 -1.494497 -8.545391 0.0 -0.2 0.0
H -1.688663 -2.607105 -10.717545 0.1 -0.1 0.2
H -0.501826 -4.734853 -11.226572 0.1 0.1 0.2
H 1.067776 -5.710699 -9.561109 -0.2 0.3 0.2
H 1.433486 -4.569250 -7.370539 -0.2 0.1 -0.2
H -0.609494 -1.023339 -3.686929 0.0 -0.4 0.1
H -2.169545 -1.775326 -1.951120 -0.1 -0.1 -0.4
H -4.027947 -3.344083 -2.566511 0.1 0.0 -0.2
H -4.025405 -4.414091 -4.811666 0.3 0.1 0.0
H -2.086165 -4.084201 -6.342101 0.0 0.1 0.1
H 1.956735 -1.179875 -9.095790 0.0 0.2 -0.1
H 2.293314 -0.788435 -11.528284 0.1 0.2 0.3
H 3.447732 1.266348 -12.325235 0.0 -0.1 0.4
H 4.403183 2.854132 -10.655010 -0.1 -0.2 0.2
H 4.046128 2.486490 -8.231532 -0.2 -0.1 -0.2
H 4.432293 1.986553 -5.398654 -0.2 0.2 0.0
H 4.764986 4.378407 -4.756421 -0.3 -0.2 -0.1
H 2.980343 6.059073 -5.210210 0.0 -0.4 0.0
H 0.854163 5.334409 -6.296766 0.2 -0.2 0.1
H 0.509622 2.968946 -6.894217 0.2 0.2 0.1
O 1.315328 1.868529 -1.163515 0.0 -0.5 -0.5
C 1.432670 0.681114 -0.560838 0.1 0.3 -0.1
C 1.494379 0.694409 0.852927 -0.1 -0.5 -0.3
C 1.458408 -0.508122 1.542176 0.2 0.1 -0.4
C 1.441120 -1.717756 0.835542 -0.2 -0.2 -0.7
C 1.483141 -1.728545 -0.573947 0.2 0.0 0.4
C 1.509301 -0.538205 -1.322484 0.0 0.7 0.7
C 1.640535 -0.396452 -2.816705 0.0 -0.1 -1.4
O 1.817289 -1.413276 -3.613022 -0.5 1.3 0.6
O 1.556290 0.769423 -3.331063 -0.1 -1.2 0.4
H 1.310670 1.612516 -2.174887 0.2 0.6 0.7
H 1.590047 1.653105 1.370602 -0.2 -0.3 -0.3
H 1.471820 -0.508471 2.632048 0.0 0.0 -0.2
H 1.401216 -2.657247 1.394280 0.1 0.3 -0.3
H 1.537974 -2.677818 -1.102225 -0.1 0.1 0.1
```
Positions in Å, forces in eV/Å.

---

Entry 3:
Molecular formula: C39H51BCl2N10O3RuS3
Method: DFT, ωB97M-V with the def2-TZVPD basis set

Output
2S+1: 6
Total charge: +1
HOMO (alpha / beta), eV: -9.386 / -9.390
LUMO level (alpha / beta), Ha: -0.0625 / -0.1332

Structure (XYZ):
```
110
Properties=species:S:1:pos:R:3:forces:R:3
Ru 0.305662 0.496471 0.689555 -0.2 -0.2 0.0
C 0.708150 -4.163003 2.222882 0.0 0.0 0.0
C -0.767404 -4.507323 2.412571 0.0 0.0 0.0
C -1.390390 -5.060550 1.133701 0.0 0.0 0.0
C -0.884470 -5.557840 3.514502 0.0 0.0 0.0
N -1.510477 -3.275328 2.827251 0.1 -0.1 0.1
C -2.215314 -3.147702 4.011242 0.0 0.0 0.0
C -2.754218 -1.915957 4.022043 0.0 0.0 0.0
N -2.389379 -1.277400 2.855643 0.0 0.1 0.0
B -2.821937 0.210210 2.676462 0.1 0.0 0.0
N -1.988727 1.128819 3.598073 -0.1 0.0 0.0
C -2.576476 2.189120 4.253590 0.0 0.0 -0.1
C -1.610634 2.863391 4.903993 0.0 0.0 0.0
N -0.413820 2.216228 4.645415 0.0 0.1 0.1
C -0.665304 1.159351 3.844696 0.0 -0.1 0.0
S 0.493461 0.033411 3.230953 -0.1 0.0 -0.2
C 0.921763 2.654039 5.166879 0.0 0.0 0.0
C 0.745076 3.955327 5.946459 0.0 0.0 0.0
C 1.457493 1.575176 6.103597 0.0 0.0 0.0
C 1.870192 2.914193 3.994676 0.0 0.0 0.0
N -2.841791 0.643221 1.171609 0.0 0.1 0.2
C -3.732275 0.033291 0.335420 0.0 0.0 -0.1
C -3.587965 0.569539 -0.898411 0.0 -0.1 0.1
N -2.602703 1.519598 -0.826625 0.0 0.1 -0.1
C -2.144020 1.556476 0.450504 -0.4 0.1 0.0
S -0.919517 2.605857 1.079127 0.2 -0.5 0.0
C -2.342565 2.469094 -1.981119 0.0 0.0 0.2
C -2.544246 1.691313 -3.276658 -0.4 0.0 0.2
C -0.926011 3.034638 -1.989648 0.0 0.1 0.1
C -3.363726 3.596331 -1.843823 0.0 0.0 0.0
C -1.618159 -2.113613 2.137499 0.0 0.0 0.0
S -0.934997 -1.780190 0.586774 0.0 0.3 0.0
H 1.259420 -5.079731 2.013062 0.0 0.0 0.0
H 1.114168 -3.706994 3.127093 0.0 0.0 0.0
H 0.831759 -3.473862 1.390135 0.0 0.0 0.0
H -0.873593 -5.978268 0.852788 0.0 0.0 0.0
H -1.312397 -4.354597 0.309239 0.0 0.0 0.0
H -2.442681 -5.296638 1.296559 0.0 0.0 0.0
H -0.333269 -6.439798 3.192698 0.0 0.0 0.0
H -1.917870 -5.860580 3.683622 0.0 0.0 0.0
H -0.447746 -5.217182 4.453621 0.0 0.0 0.0
H -2.291999 -3.932445 4.735974 0.0 0.0 0.0
H -3.374230 -1.435777 4.756719 0.0 0.0 0.0
H -3.960293 0.291116 3.058264 0.0 0.0 0.0
H -3.633347 2.371189 4.195021 0.0 0.0 0.0
H -1.683545 3.734564 5.522695 0.0 0.0 0.0
H 0.108423 3.828746 6.822361 0.0 0.0 0.0
H 0.346220 4.753666 5.319945 0.0 0.0 0.0
H 1.726330 4.267475 6.299083 0.0 0.0 0.0
H 0.784536 1.433792 6.950273 0.0 0.0 0.0
H 2.430614 1.883763 6.486689 0.0 0.0 0.0
H 1.576511 0.625825 5.584781 0.0 0.0 0.0
H 1.385450 3.515456 3.224174 0.0 0.0 0.0
H 2.213195 1.989066 3.538044 0.0 0.1 0.0
H 2.734139 3.465333 4.366002 0.0 0.0 0.0
H -4.386418 -0.748941 0.676759 0.0 0.0 0.0
H -4.097990 0.333196 -1.811046 0.0 0.0 0.0
H -1.934331 0.788357 -3.286357 0.0 0.0 0.0
H -2.230251 2.321790 -4.106736 -0.6 -0.1 0.3
H -3.586100 1.427548 -3.456308 0.0 0.0 0.0
H -0.175998 2.244708 -1.941024 0.0 0.0 0.0
H -0.749200 3.751857 -1.195933 0.0 0.0 0.0
H -0.808615 3.553231 -2.941491 0.0 0.1 0.3
H -4.384033 3.215777 -1.910842 0.0 0.0 0.0
H -3.213235 4.317056 -2.647437 0.0 0.0 0.0
H -3.243116 4.115584 -0.891861 0.0 0.0 0.0
C 6.143018 -0.741560 1.015660 0.0 0.0 0.0
N 4.818049 -0.182175 0.852298 0.0 0.0 0.1
C 4.519141 1.241159 0.777325 0.0 0.0 -0.1
C 3.007340 1.199424 0.736955 -0.1 0.2 -0.1
O 2.217998 2.131840 0.630532 0.2 0.0 0.0
N 2.580602 -0.077067 0.825870 0.0 -0.1 0.3
C 3.662172 -0.856846 0.889061 0.0 0.0 -0.3
N 3.578301 -2.181266 0.973269 0.0 0.0 0.0
H 6.870689 -0.017569 0.657736 0.0 0.0 0.0
H 6.258098 -1.640823 0.410090 0.0 0.0 0.0
H 6.361296 -0.974546 2.059518 0.0 0.0 0.0
H 4.918929 1.694007 -0.131068 0.0 0.0 0.0
H 4.877622 1.794325 1.647476 0.0 0.0 0.0
H 2.680186 -2.584632 0.758934 0.0 0.0 0.0
H 4.392911 -2.757000 0.854210 0.0 0.0 0.0
Cl 3.175231 -1.466945 -6.630556 0.0 0.0 0.0
C 2.487127 0.119432 -6.751948 0.1 0.0 0.0
C 2.957351 0.980693 -7.728308 0.0 0.0 0.0
C 2.406084 2.246718 -7.838945 0.0 0.0 0.0
C 1.413599 2.655174 -6.963094 0.0 0.0 0.0
C 0.979463 1.789003 -5.974138 0.0 0.2 -0.1
Cl -0.216167 2.334609 -4.846743 1.1 -0.2 -1.0
C 1.484483 0.494197 -5.852853 0.0 -0.1 -0.1
N 1.034058 -0.386848 -4.865044 0.0 0.1 0.2
C -0.249782 -0.913002 -4.809496 0.0 0.0 0.0
C -1.192529 -0.636421 -5.797269 -0.1 0.0 -0.1
C -2.467334 -1.174810 -5.720526 0.0 0.0 0.0
C -2.825253 -1.997275 -4.662702 0.0 0.1 0.0
C -1.885519 -2.264625 -3.677041 0.0 0.0 0.0
C -0.603298 -1.739062 -3.730913 0.0 0.0 0.0
C 0.419411 -2.090717 -2.687065 0.0 0.0 0.0
C 1.028562 -0.915838 -1.919923 -0.2 0.1 -0.2
O 2.246425 -0.829697 -1.843640 0.2 0.1 0.1
O 0.182173 -0.072235 -1.393811 0.4 0.0 0.3
H 3.735782 0.649528 -8.400226 0.0 0.0 0.0
H 2.754243 2.920044 -8.609891 0.0 0.0 0.0
H 0.983238 3.644124 -7.027932 0.0 0.0 0.0
H 1.724475 -0.731534 -4.217468 0.1 -0.1 -0.1
H -0.921082 -0.004934 -6.634083 0.0 0.0 0.0
H -3.181760 -0.953326 -6.502567 0.0 0.0 0.0
H -3.816281 -2.427322 -4.610185 0.0 0.0 0.0
H -2.140537 -2.912012 -2.844761 0.0 0.0 0.0
H 1.260607 -2.631534 -3.128007 0.0 0.0 0.0
H -0.044864 -2.753106 -1.954129 0.0 0.0 0.0
```
Positions in Å, forces in eV/Å.

---

Entry 4:
Molecular formula: C17H14ClIrNO3S
Method: DFT, ωB97M-V with the def2-TZVPD basis set

Output
2S+1: 5
Total charge: -1
HOMO (alpha / beta), eV: -2.695 / -4.440
LUMO level (alpha / beta), Ha: 0.0985 / 0.0959

Structure (XYZ):
```
38
Properties=species:S:1:pos:R:3:forces:R:3
C 2.732255 -1.429094 -0.467828 -0.8 -0.4 0.1
C 2.550182 -1.593258 -1.879912 0.7 -2.4 0.0
C 1.225862 -2.176826 -2.133623 0.6 -0.1 1.6
H 3.301035 -1.364291 -2.653318 -0.4 -0.5 0.8
C 0.492388 -2.055272 -0.893649 0.8 -0.8 0.9
C 1.454995 -1.622575 0.160209 0.2 -2.7 -1.7
H 1.231672 -1.712624 1.208955 0.5 -0.1 -0.7
H 3.589939 -1.026260 0.050507 0.0 -0.1 -0.2
H 0.841802 -2.577848 -3.063951 0.0 0.4 0.1
H -0.594118 -2.235404 -0.692546 1.3 0.0 -0.4
Ir 1.203746 0.048667 -1.358045 -1.8 2.4 -1.1
Cl 2.265729 1.979837 -0.414717 0.9 1.0 2.1
C 1.281374 2.082278 -2.838082 -1.8 -1.0 -2.0
C -0.018610 1.387160 -3.039476 1.7 2.1 -0.7
C 0.267479 0.150859 -3.659719 -0.5 0.5 -0.2
H -0.975733 1.936778 -2.989478 0.6 -0.8 0.3
C 1.671747 0.008296 -3.769817 0.4 0.8 -1.4
C 2.303281 1.155875 -3.245602 -0.2 1.2 -0.8
H 3.374277 1.405604 -3.272088 -0.7 -0.4 0.2
H 1.379946 3.170162 -2.711969 0.0 -1.0 0.6
H -0.458651 -0.478411 -4.156824 0.0 -0.2 0.5
H 2.193231 -0.780101 -4.310509 -0.3 0.1 0.4
O 1.146489 0.513246 3.950337 -0.5 -0.9 0.1
S 0.257598 -0.385228 3.245440 -1.3 0.5 -2.2
O 0.309061 -1.836227 3.460700 0.2 1.6 0.3
N 0.303568 -0.081906 1.640837 -0.6 1.2 0.7
C -0.810459 0.315827 1.016771 1.4 -0.1 -0.5
O -0.830692 0.520711 -0.261332 -1.0 -0.1 3.1
C -1.948414 0.485175 2.035412 -0.1 0.2 0.3
C -3.292990 0.897680 1.845259 1.2 -0.2 -0.6
C -4.104204 1.052757 2.967670 0.4 -0.4 0.6
C -3.612075 0.709171 4.257647 -0.1 0.0 0.0
C -2.306433 0.215167 4.452317 0.0 0.3 -1.1
C -1.459559 0.181502 3.322997 -1.5 -0.3 0.8
H -3.610849 1.084558 0.790364 0.1 -0.1 1.2
H -5.137008 1.397543 2.855362 0.4 -0.1 0.1
H -4.279002 0.818283 5.134613 0.4 -0.1 -0.7
H -1.938844 -0.161807 5.417097 -0.3 0.4 -0.4
```
Positions in Å, forces in eV/Å.

---

Max |F| readings, ordered: 0.01697 0.06347 0.02918 0.06330 Eh/bohr